{"formula": "C76H186F12N16O30PtS4", "method": "ωB97M-V with the def2-TZVPD basis set", "symbols": ["Pt", "C", "F", "F", "F", "S", "O", "O", "N", "S", "O", "O", "C", "F", "F", "F", "C", "F", "F", "F", "S", "O", "O", "N", "S", "O", "O", "C", "F", "F", "F", "C", "C", "C", "O", "C", "N", "H", "H", "H", "H", "H", "H", "H", "H", "H", "H", "H", "C", "C", "C", "O", "C", "N", "H", "H", "H", "H", "H", "H", "H", "H", "H", "H", "H", "C", "C", "C", "O", "C", "N", "H", "H", "H", "H", "H", "H", "H", "H", "H", "H", "H", "C", "C", "C", "O", "C", "N", "H", "H", "H", "H", "H", "H", "H", "H", "H", "H", "H", "C", "C", "C", "O", "C", "N", "H", "H", "H", "H", "H", "H", "H", "H", "H", "H", "H", "C", "C", "C", "O", "C", "N", "H", "H", "H", "H", "H", "H", "H", "H", "H", "H", "H", "C", "O", "C", "C", "N", "C", "C", "O", "C", "H", "H", "H", "H", "H", "H", "H", "H", "H", "H", "H", "H", "H", "H", "H", "C", "O", "C", "C", "N", "C", "C", "O", "C", "H", "H", "H", "H", "H", "H", "H", "H", "H", "H", "H", "H", "H", "H", "H", "C", "O", "C", "C", "N", "C", "C", "O", "C", "H", "H", "H", "H", "H", "H", "H", "H", "H", "H", "H", "H", "H", "H", "H", "C", "O", "C", "C", "N", "C", "C", "O", "C", "H", "H", "H", "H", "H", "H", "H", "H", "H", "H", "H", "H", "H", "H", "H", "C", "O", "C", "C", "N", "C", "C", "O", "C", "H", "H", "H", "H", "H", "H", "H", "H", "H", "H", "H", "H", "H", "H", "H", "C", "O", "C", "C", "N", "C", "C", "O", "C", "H", "H", "H", "H", "H", "H", "H", "H", "H", "H", "H", "H", "H", "H", "H", "C", "O", "C", "C", "N", "C", "C", "O", "C", "H", "H", "H", "H", "H", "H", "H", "H", "H", "H", "H", "H", "H", "H", "H", "C", "O", "C", "C", "N", "C", "C", "O", "C", "H", "H", "H", "H", "H", "H", "H", "H", "H", "H", "H", "H", "H", "H", "H"], "positions_angstrom": [[-0.76466, 1.88324, 33.91590], [3.17513, 0.67345, 32.10301], [2.75480, 1.93423, 31.97906], [2.94533, -0.05902, 31.02299], [4.50142, 0.55802, 32.21675], [2.14911, -0.18716, 33.53492], [1.29190, -1.19957, 32.91164], [3.11489, -0.74099, 34.50800], [1.17906, 1.13761, 34.23960], [2.14067, 1.70289, 35.35496], [3.55681, 1.96786, 34.98661], [1.57415, 2.93707, 35.93485], [1.97677, 0.48027, 36.85413], [3.21674, 0.15185, 37.31783], [1.23701, 1.04489, 37.75648], [1.30084, -0.64483, 36.47903], [-3.91849, 4.57103, 32.61467], [-4.14771, 3.44101, 31.96104], [-3.26187, 5.46120, 31.95056], [-5.07315, 5.08016, 32.99518], [-2.87679, 4.25522, 34.19157], [-3.10328, 5.32232, 35.20219], [-3.38862, 2.95171, 34.59407], [-1.14916, 3.91642, 33.69800], [-0.61795, 5.32262, 33.96341], [-1.31365, 6.47068, 33.45157], [-0.03108, 5.46087, 35.28311], [0.86538, 5.24656, 32.81903], [1.35503, 4.07455, 32.78702], [0.34178, 5.60697, 31.63408], [1.91020, 6.06799, 33.11123], [4.09838, -4.59591, 26.49435], [2.62640, -4.66279, 26.35490], [2.00361, -5.51660, 27.57754], [2.70861, -6.70721, 28.00264], [2.43192, -7.08440, 29.31663], [2.16014, -3.35343, 26.34147], [4.59256, -5.54747, 26.69042], [4.23643, -4.01490, 27.40619], [4.64132, -4.17298, 25.64910], [2.45190, -5.23994, 25.44686], [0.97307, -5.84319, 27.43807], [1.88392, -4.83751, 28.42170], [2.97132, -7.97640, 29.63514], [1.36458, -7.13693, 29.53143], [2.95366, -6.44709, 30.03056], [1.15802, -3.35261, 26.21553], [2.48460, -2.68713, 27.02767], [9.09643, 1.79276, 36.47911], [7.80243, 2.22592, 35.62856], [7.92790, 1.92463, 34.08531], [8.88639, 2.67566, 33.44941], [8.84409, 2.47063, 32.04274], [6.74396, 1.50100, 36.33805], [8.90582, 1.84604, 37.55099], [9.84211, 2.56549, 36.29217], [9.45788, 0.79819, 36.21782], [7.78956, 3.31084, 35.73291], [6.92237, 2.12059, 33.71301], [8.14940, 0.86498, 33.95823], [9.24162, 1.46788, 31.88607], [9.56501, 3.12264, 31.54952], [7.86513, 2.60875, 31.58375], [5.95571, 1.58229, 35.71181], [6.60286, 2.05747, 37.16903], [8.30783, -1.40869, 38.76495], [6.86883, -1.36095, 38.25818], [6.08314, -0.35269, 39.05512], [5.97626, -0.74457, 40.42658], [4.70435, -0.69274, 41.11172], [6.73004, -1.14225, 36.79127], [8.94747, -2.26136, 38.53710], [8.23899, -1.26375, 39.84308], [9.04197, -0.68882, 38.40312], [6.40102, -2.33328, 38.41257], [5.10069, -0.36282, 38.58313], [6.45401, 0.67202, 39.03162], [4.97352, -0.75075, 42.16636], [3.96655, -1.37282, 40.68600], [4.33322, 0.33105, 41.15886], [7.57567, -1.51676, 36.38536], [6.62889, -0.17744, 36.51020], [2.13718, 0.41708, 26.55089], [3.14562, -0.43585, 27.48021], [4.35449, 0.32397, 27.94348], [5.39897, -0.33128, 28.57492], [6.42148, 0.42783, 29.17379], [2.48972, -1.04409, 28.60828], [1.10919, 0.13073, 26.77300], [2.51670, 0.23523, 25.54539], [2.18796, 1.50494, 26.59675], [3.60084, -1.18786, 26.83572], [3.97095, 1.06891, 28.64066], [4.92841, 0.74225, 27.11658], [7.26535, -0.26077, 29.21645], [6.23360, 0.63628, 30.22704], [6.52027, 1.38464, 28.66112], [3.13342, -1.52105, 29.22331], [2.15697, -0.24318, 29.12589], [-3.39643, -2.74283, 39.24843], [-1.93542, -2.56999, 39.65859], [-0.87322, -2.93588, 38.62193], [-0.99228, -4.34018, 38.44588], [-0.32842, -4.63003, 37.25509], [-1.76232, -1.15172, 39.99468], [-3.46346, -3.82238, 39.11357], [-3.70328, -2.23506, 38.33404], [-4.10543, -2.39971, 40.00189], [-1.73965, -3.05943, 40.61264], [0.12372, -2.51276, 38.74515], [-1.26232, -2.38589, 37.76508], [-0.39009, -3.95630, 36.40046], [-0.76560, -5.53889, 36.84162], [0.70510, -4.61600, 37.60112], [-1.23880, -1.10423, 40.85710], [-2.66474, -0.78750, 40.26503], [0.23712, 2.43999, 42.59745], [0.34788, 1.56022, 41.32652], [0.84665, 0.13049, 41.74023], [-0.23910, -0.59870, 42.39911], [0.17188, -1.94962, 42.49630], [-0.95357, 1.62217, 40.71351], [-0.36612, 1.99217, 43.38717], [-0.20597, 3.42575, 42.45582], [1.23102, 2.69436, 42.96564], [1.08964, 1.96728, 40.63934], [1.71742, 0.14459, 42.39572], [1.18109, -0.39600, 40.84634], [-0.74627, -2.37996, 42.89618], [1.06965, -2.19397, 43.06411], [0.20477, -2.49222, 41.55153], [-1.07356, 0.73054, 40.25450], [-1.70485, 1.74121, 41.37796], [-1.38174, 8.63607, 36.21287], [-1.49927, 8.69387, 37.68192], [-0.71022, 7.69961, 38.39320], [-1.37820, 6.29867, 38.39567], [-2.61720, 6.18903, 39.25136], [-3.26418, 4.87162, 39.34538], [-3.91407, 4.59067, 40.76301], [-4.91087, 5.52872, 41.06115], [-6.14776, 4.94544, 41.40986], [-0.34685, 8.63435, 35.87065], [-1.87909, 9.50958, 35.79130], [-1.87309, 7.81701, 35.68768], [-0.79048, 7.94280, 39.45269], [0.34248, 7.66947, 38.11211], [-0.71445, 5.57290, 38.86557], [-1.51878, 6.06914, 37.33942], [-3.28093, 6.90373, 38.98914], [-2.57273, 4.10458, 38.99658], [-4.05399, 4.75766, 38.60288], [-3.08747, 4.73658, 41.45839], [-4.12506, 3.52689, 40.65360], [-6.10201, 4.31840, 42.30027], [-6.38413, 4.28166, 40.57823], [-6.86134, 5.76619, 41.48240], [0.39513, -4.15528, 32.03335], [-0.52385, -4.49679, 33.08837], [-1.86258, -4.69719, 32.60088], [-2.88809, -4.30755, 33.74696], [-4.30778, -4.57573, 33.33622], [-5.14694, -4.97907, 34.44994], [-5.51995, -3.81407, 35.29798], [-5.72859, -4.31432, 36.55280], [-6.73343, -3.76446, 37.42402], [0.22769, -4.92301, 31.27793], [1.37203, -4.18959, 32.51561], [0.20683, -3.19411, 31.55503], [-2.06214, -5.76445, 32.50479], [-2.09951, -4.32382, 31.60462], [-2.58129, -3.33266, 34.12584], [-2.54741, -5.00462, 34.51256], [-4.65033, -3.75313, 32.86073], [-4.59839, -5.67018, 35.08990], [-6.08040, -5.37947, 34.05441], [-6.44798, -3.41080, 34.89271], [-4.83930, -2.96331, 35.26588], [-7.73466, -4.10868, 37.16482], [-6.84688, -2.69681, 37.23600], [-6.46323, -3.96384, 38.46100], [-1.48586, -9.31551, 45.10682], [-0.19745, -8.96083, 44.63557], [-0.18279, -8.25333, 43.39262], [1.14795, -8.20155, 42.78784], [1.12944, -7.74614, 41.36337], [0.97759, -6.30321, 41.21331], [1.85708, -5.59025, 40.27280], [3.18288, -5.51006, 40.78373], [4.05236, -4.78842, 39.87046], [-2.08962, -8.40800, 45.10844], [-1.32397, -9.73757, 46.09867], [-1.93121, -10.11514, 44.51492], [-0.56932, -7.25354, 43.59042], [-0.92534, -8.80297, 42.81417], [1.69009, -9.13608, 42.93215], [1.70155, -7.51731, 43.43085], [1.97655, -7.94016, 40.84872], [0.89215, -5.83057, 42.19179], [-0.01874, -6.08826, 40.82701], [1.30331, -4.68726, 40.01576], [1.79544, -6.18118, 39.35896], [3.72944, -3.74980, 39.94196], [4.00937, -5.07896, 38.82077], [5.07741, -4.79220, 40.24107], [-1.67376, 2.59996, 37.01224], [-1.18213, 1.72932, 35.97909], [-1.74555, 0.39917, 36.28200], [-1.57650, -0.46004, 35.00653], [-2.15460, 0.22738, 33.89516], [-2.04361, -0.50993, 32.60520], [-2.06326, 0.35924, 31.29189], [-1.07334, 1.36814, 31.59101], [-0.96337, 2.40546, 30.62174], [-1.48687, 3.67256, 36.96014], [-1.12846, 2.51574, 37.95227], [-2.75032, 2.48633, 37.13953], [-2.83091, 0.36824, 36.37765], [-1.30609, 0.03876, 37.21210], [-2.15347, -1.37935, 35.10692], [-0.54304, -0.79786, 34.92950], [-3.13607, 0.13229, 34.11375], [-2.82226, -1.26704, 32.69779], [-1.10290, -1.04523, 32.73403], [-3.06579, 0.76822, 31.16631], [-1.81159, -0.33524, 30.49035], [-0.56431, 1.88629, 29.75037], [-0.33278, 3.23380, 30.94470], [-1.95245, 2.80196, 30.39236], [6.03643, 5.92396, 30.21709], [6.48597, 4.93983, 31.18472], [5.62387, 4.29103, 31.94247], [4.72902, 5.06794, 32.89172], [5.28494, 5.01695, 34.23224], [4.51688, 5.76648, 35.23361], [5.08774, 5.34492, 36.69632], [6.37351, 5.92386, 36.97657], [6.89524, 5.77679, 38.25547], [6.86170, 6.62112, 30.07216], [5.18791, 6.59445, 30.35336], [5.64757, 5.34121, 29.38204], [6.14398, 3.54577, 32.54426], [4.96056, 3.72705, 31.28669], [3.71341, 4.68823, 33.00326], [4.69520, 6.11088, 32.57671], [6.25904, 5.24374, 34.37298], [3.45814, 5.55939, 35.07772], [4.61740, 6.85080, 35.18627], [5.22593, 4.27766, 36.86940], [4.47592, 5.73032, 37.51194], [6.21231, 6.14455, 39.02126], [7.63387, 6.57671, 38.20401], [7.25504, 4.74788, 38.25846], [-4.89248, 10.15337, 28.91779], [-3.74324, 9.49686, 28.62280], [-3.59097, 8.86032, 27.33561], [-2.31760, 8.06224, 27.47815], [-2.17533, 6.93745, 26.52492], [-0.91389, 6.34831, 26.67712], [-0.61353, 5.69773, 28.01990], [0.47942, 4.82262, 27.96805], [1.83158, 5.36183, 27.88051], [-5.36787, 10.72952, 28.12396], [-4.58933, 10.96472, 29.57954], [-5.65685, 9.47589, 29.29839], [-3.77872, 9.57599, 26.53520], [-4.38057, 8.12237, 27.19394], [-2.12264, 7.65400, 28.46983], [-1.42040, 8.66770, 27.34949], [-2.26744, 7.22903, 25.56231], [-0.03611, 6.78181, 26.19784], [-1.05729, 5.52725, 25.97470], [-1.55739, 5.28462, 28.37565], [-0.37115, 6.37370, 28.83990], [1.88024, 6.45002, 27.84047], [2.07641, 4.97792, 26.89017], [2.52647, 5.07264, 28.66892], [4.13685, -4.98903, 35.13828], [4.34208, -4.75174, 33.74118], [4.76302, -3.46759, 33.51053], [4.97809, -3.17351, 32.03385], [6.38063, -3.44718, 31.72245], [6.50054, -3.38341, 30.28740], [8.01805, -3.55566, 30.08279], [8.39168, -4.91025, 30.31073], [8.15850, -5.76144, 29.21417], [3.70853, -5.98372, 35.26170], [3.51708, -4.17731, 35.51920], [4.92402, -4.89244, 35.88604], [5.63926, -3.26700, 34.12703], [3.92012, -2.82650, 33.76863], [4.71995, -2.14475, 31.78264], [4.24433, -3.76540, 31.48671], [6.65681, -4.35223, 32.07559], [6.23224, -2.45647, 29.78053], [6.01101, -4.18008, 29.72724], [8.55528, -3.12402, 30.92729], [8.42650, -3.09837, 29.18160], [8.65721, -6.72610, 29.30804], [8.68415, -5.49624, 28.29685], [7.12499, -5.97582, 28.94215], [5.51278, 9.52325, 37.54758], [4.51517, 9.43282, 38.54912], [4.90015, 9.82028, 39.79148], [4.00240, 9.20098, 40.86557], [4.22809, 7.79082, 40.91822], [3.00492, 7.12009, 41.38681], [3.23643, 5.64702, 41.18806], [2.96265, 5.32686, 39.80168], [3.30837, 3.95393, 39.52586], [6.50701, 9.21023, 37.86636], [5.50232, 10.49126, 37.04664], [5.14639, 8.80468, 36.81443], [4.96003, 10.90862, 39.78547], [5.93042, 9.53599, 40.00557], [2.95987, 9.29862, 40.56272], [4.22246, 9.54733, 41.87537], [4.32081, 7.44267, 39.97467], [2.05320, 7.50522, 41.02072], [2.80485, 7.27464, 42.44709], [2.65414, 5.06899, 41.90564], [4.25593, 5.32077, 41.39368], [2.89186, 3.16817, 40.15609], [4.34528, 3.72549, 39.77231], [3.16686, 3.76751, 38.46129]], "forces_ev_per_angstrom": [[-0.26, -0.04, -1.23], [0.45, -0.66, 0.32], [0.58, -0.88, -0.24], [-1.15, 0.42, -0.18], [-0.70, 0.95, 1.22], [0.34, -2.24, 1.10], [0.60, 2.24, 0.41], [-1.78, 1.67, -1.91], [2.21, -3.31, -1.87], [2.74, 5.47, 3.27], [-2.60, -1.90, 0.06], [-0.31, -2.24, -0.99], [1.20, -1.06, -1.61], [-1.85, 0.41, -0.33], [0.04, 0.51, 1.02], [0.71, 0.47, 0.29], [0.32, 0.39, 1.57], [0.49, 0.19, -0.15], [0.34, 0.36, -1.71], [-0.22, -0.17, 0.24], [-1.67, -1.07, 3.08], [0.87, -2.12, -2.89], [0.50, 0.44, -0.64], [-5.76, 0.72, -0.39], [6.26, 5.06, 2.01], [-0.74, -0.75, -0.20], [-0.77, -0.37, -0.77], [-0.94, 2.95, 0.67], [0.97, -3.08, -0.59], [0.75, -0.27, -0.57], [-1.47, 0.06, -0.08], [1.56, -0.47, 0.99], [0.54, -3.04, 1.25], [0.16, -0.14, 0.39], [0.35, 0.54, -1.08], [0.80, 0.32, 0.88], [-1.80, 0.99, -1.38], [-0.33, -0.23, 0.02], [0.68, 0.36, 0.03], [-0.39, 0.41, 0.02], [-0.68, 0.37, -0.30], [-0.32, 0.10, -0.82], [0.58, 0.36, 0.30], [-0.47, -0.79, -0.98], [-0.07, -0.13, 0.09], [-0.50, 1.11, 0.15], [-0.04, 0.63, 0.22], [-0.24, -0.57, 0.28], [-0.49, 1.31, -1.36], [3.43, -0.95, 0.91], [-1.16, -0.89, 2.29], [0.19, 1.38, -0.44], [1.06, -0.40, 0.28], [-0.13, 1.68, -1.97], [-0.33, -0.15, -0.01], [0.48, -0.33, -0.12], [-0.03, 0.07, -0.03], [-0.59, 0.23, -0.07], [-0.24, -0.03, -0.44], [-0.12, -0.43, -0.04], [-0.37, -0.39, -0.42], [-0.16, 0.33, 0.30], [-0.12, -0.03, 0.20], [-1.09, 0.11, 0.43], [-0.61, -0.12, 0.17], [0.88, 0.09, 0.51], [0.98, -0.01, -1.26], [-1.57, -0.08, 0.27], [-0.32, -0.42, 0.42], [1.67, 1.39, -0.42], [-0.11, -1.48, 0.88], [-0.82, -0.94, 0.16], [0.39, -0.33, 0.15], [-0.78, 1.09, -0.27], [0.01, -0.11, 0.56], [-0.30, 0.26, 0.09], [0.36, 0.02, -0.20], [-0.21, -1.26, 0.01], [0.03, -0.17, 0.36], [-0.45, 0.34, -0.87], [-0.01, 0.05, -0.36], [0.44, 0.10, 0.35], [1.80, -0.57, 0.84], [0.81, -0.09, -1.06], [0.80, 2.60, -0.32], [-0.26, -2.84, 1.06], [-0.63, -0.37, 0.32], [-1.12, 0.11, -0.17], [0.15, -0.32, -0.46], [-0.81, -0.38, -0.21], [0.25, 0.11, 0.80], [-0.47, -0.44, -0.15], [-0.01, 0.82, -0.05], [-0.92, 1.04, -0.69], [0.45, 0.57, -0.53], [-0.50, 0.21, 0.20], [0.67, -0.06, -0.21], [0.33, -0.07, -0.10], [-0.42, -0.24, 0.35], [0.65, -1.40, -0.25], [0.26, 1.81, 1.16], [-2.71, -0.02, 0.45], [-0.48, 1.84, -0.42], [0.75, -1.14, -0.30], [0.13, 0.38, -0.23], [-0.80, -0.02, -0.24], [0.46, 0.02, -0.28], [0.27, -0.19, 0.35], [-0.25, -1.00, -0.23], [0.34, -0.45, 0.70], [0.11, -0.18, -0.80], [-0.46, 0.85, 0.32], [0.73, -0.52, 0.36], [0.59, -0.86, -1.03], [0.23, 0.34, 0.04], [-0.18, 0.22, -0.08], [0.88, 0.48, -0.10], [-0.10, 0.53, 2.31], [-1.26, 0.73, -0.14], [2.46, 0.52, -0.93], [-2.08, -0.82, 0.27], [0.10, -0.65, -1.04], [0.21, -0.43, -0.04], [-0.21, -0.05, -0.69], [0.11, -0.34, 0.36], [0.11, 0.06, 0.04], [0.01, 0.33, 0.25], [-0.29, -0.34, -0.28], [0.39, -0.58, 0.87], [-0.05, 0.45, 0.24], [0.61, 0.44, -0.67], [-0.60, 0.13, -0.51], [0.14, -0.10, 0.24], [-0.14, 0.22, 0.70], [0.77, -0.94, -1.27], [-1.90, -0.43, 0.80], [-0.51, -0.01, 0.16], [0.81, 0.41, -0.44], [-0.47, 0.98, -0.04], [2.68, 0.61, -1.94], [-0.03, -0.33, 0.19], [0.33, -0.12, -0.94], [0.21, 0.05, 0.29], [0.12, 0.30, 0.47], [-0.09, -0.56, 0.68], [0.26, 0.77, 0.01], [-0.08, -0.03, -0.41], [0.46, 0.01, -0.35], [-0.30, -0.55, -0.13], [-0.07, 0.00, -0.01], [0.38, -0.19, 0.85], [-0.53, 0.23, -0.19], [-0.05, -0.25, 0.36], [-1.03, -0.09, 0.72], [0.03, 0.24, 0.36], [-0.73, -0.12, -0.04], [-0.08, -0.28, 0.18], [-0.71, -0.94, 0.58], [-1.07, 0.96, -0.72], [-0.78, -0.73, 1.39], [0.91, -0.88, -1.52], [2.31, 0.01, 0.16], [0.50, 0.59, -0.82], [-1.51, 0.95, -0.16], [-0.47, -0.61, 2.67], [0.28, 0.60, -1.35], [0.74, -0.10, -0.30], [0.07, 0.01, -0.47], [-0.09, 0.27, 0.31], [0.31, -0.33, -0.21], [0.31, 0.83, 0.05], [-0.58, 0.49, -0.01], [-0.61, -0.04, 0.34], [-0.32, -0.02, -0.04], [-0.19, -0.30, -0.31], [0.22, -0.59, 0.13], [-0.41, 0.28, -0.11], [0.71, -0.01, 0.17], [0.00, -0.73, 0.14], [0.47, 0.40, 0.35], [-0.05, -0.07, -0.24], [0.96, 0.24, -0.18], [1.12, -0.12, 0.21], [-2.77, -1.12, 0.97], [1.95, 0.44, -0.74], [0.29, 0.06, 0.59], [-2.28, -0.05, 1.18], [0.45, -0.90, -0.04], [0.21, 0.42, -1.46], [-0.64, 0.65, 1.18], [-0.50, -0.18, 0.27], [-0.20, 0.34, 0.10], [-0.20, 0.11, -0.38], [-0.16, 0.32, -0.20], [0.06, 0.27, -0.89], [-0.32, -0.29, -0.51], [0.46, 0.41, -0.10], [0.26, -0.76, 0.52], [0.67, 0.25, 0.31], [-0.40, -0.16, -0.30], [0.70, 0.89, 0.19], [0.54, -0.13, -0.52], [0.04, 0.30, -0.33], [-0.15, -0.49, 0.07], [-0.13, -0.45, 0.03], [0.07, 1.42, 1.16], [-1.19, -1.07, 2.59], [0.07, -0.17, -1.58], [0.89, -1.87, 2.32], [0.45, -0.05, -1.47], [0.52, -0.51, 0.38], [0.35, -0.61, 2.95], [-0.34, -0.24, 0.00], [-0.30, -0.55, -0.85], [0.15, 0.12, -1.71], [-0.02, -1.37, 0.21], [0.12, -0.22, -0.01], [-0.21, 1.10, 0.55], [0.15, -0.25, -0.25], [0.00, -0.38, 0.67], [0.01, 0.38, -0.76], [-0.48, 1.66, 0.02], [-0.18, -0.16, -0.89], [0.20, 0.00, -0.74], [0.10, 0.39, -0.27], [0.29, 0.43, -0.32], [0.16, 0.65, -0.41], [0.11, -0.45, 0.21], [-0.09, 0.08, -0.07], [-0.16, -0.91, 0.17], [2.62, 3.62, -1.62], [-3.32, -2.16, 1.10], [1.13, 0.71, 1.05], [-0.55, 0.08, 1.36], [1.65, -1.29, 1.67], [-0.18, 0.86, 0.05], [-1.07, 0.86, -2.73], [-0.05, 0.93, -1.13], [0.17, -0.62, -0.59], [-0.32, -0.17, 1.52], [0.78, 0.08, -0.76], [0.21, 0.08, -0.06], [-0.51, -0.54, -0.29], [0.25, -0.17, -0.46], [-0.40, 0.30, -0.49], [0.20, 0.08, -0.70], [-0.02, -0.33, 0.56], [0.20, 0.34, -0.19], [-0.51, -0.44, -0.60], [-0.79, -0.05, -0.18], [-0.37, -0.80, 0.41], [0.90, -0.66, 0.63], [0.34, 0.02, 1.28], [-1.16, 1.32, 0.15], [1.93, -0.95, -1.37], [-1.11, -0.64, 1.95], [1.47, 0.17, -1.49], [-1.67, 1.81, 1.20], [1.08, -2.88, -1.42], [0.40, 1.62, 0.69], [0.41, -1.00, 0.55], [-1.42, 0.06, -1.21], [0.10, -0.23, -0.83], [-0.43, -0.33, 0.75], [-0.13, 0.10, 0.46], [0.92, 0.22, -0.21], [-0.39, -0.25, 0.13], [-1.04, 0.09, 0.16], [0.06, 0.80, -0.08], [-0.24, 0.25, 0.00], [0.28, 1.21, 0.52], [0.58, -0.94, 0.16], [0.18, -1.07, -0.16], [-0.06, 0.86, -0.15], [-0.42, 0.16, 0.01], [1.08, 0.16, 0.21], [-0.43, -0.60, 0.11], [-0.78, 0.45, -0.15], [0.35, -2.49, 0.98], [-0.94, 1.94, -0.32], [0.73, -0.85, 1.44], [-2.23, 1.20, -0.80], [3.04, -0.44, -0.69], [0.19, -0.24, 0.74], [0.00, -0.78, -1.13], [0.73, -0.90, -0.85], [-0.23, 0.24, -0.14], [-0.97, -0.15, -0.07], [1.32, -0.20, -0.82], [0.15, 0.54, -0.12], [0.15, 0.45, 0.72], [0.36, 0.24, 0.23], [-0.04, -0.50, -0.32], [-0.03, -0.23, -0.16], [-0.47, 0.36, 0.75], [-0.41, -0.24, 0.04], [-0.36, 0.79, -0.11], [-0.02, -0.47, -0.50], [-0.21, -0.20, 1.14], [-0.12, 1.15, -0.24], [-0.28, 0.32, 0.32], [-1.17, -0.70, -0.67], [-0.31, -1.13, -1.33], [0.80, 1.18, 1.81], [0.34, 0.38, -0.82], [-0.83, -1.12, 0.13], [1.10, -0.57, 1.04], [-0.63, -0.53, -0.79], [0.08, -1.51, 0.93], [0.72, 0.49, -0.03], [0.02, 0.17, 0.26], [0.29, 0.31, 0.30], [0.41, -0.03, -0.27], [-0.43, 0.46, 0.63], [0.34, -0.48, 0.06], [-0.26, 1.03, 0.21], [-0.27, 0.74, -0.17], [0.22, 0.04, -0.42], [-0.05, -0.20, -1.11], [0.76, 0.15, 0.47], [-0.69, -0.30, -0.31], [0.39, 0.55, 0.08], [-1.32, 0.33, 0.07], [0.76, 0.67, -0.31], [-0.28, -0.01, 0.17]], "mulliken_charge": [4.513, -0.200, 0.105, 0.476, -0.021, -0.429, -0.173, -0.355, -1.135, -0.588, 0.951, -0.882, -0.244, 0.050, -0.254, 0.074, 0.590, -0.188, -0.188, -0.192, 0.417, -0.411, -0.595, -0.725, 0.813, -0.627, -0.164, 0.059, -0.290, -0.189, -0.141, -1.065, 0.230, -0.459, -0.359, -0.458, -0.445, 0.400, -0.041, 0.340, 0.297, 0.427, 0.166, 0.319, 0.285, 0.008, 0.245, 0.149, -1.782, 0.566, 0.528, -0.462, -0.445, 0.422, 0.413, 0.545, 0.264, -0.044, -0.690, 0.492, 0.355, 0.291, -0.004, -0.471, -0.050, -1.495, 0.692, 0.562, -0.455, -0.695, -0.112, 0.405, 0.348, 0.268, -0.033, -0.396, 0.034, 0.440, 0.182, 0.227, 0.269, 0.002, -1.854, 0.629, -1.214, -0.274, -0.826, -0.433, 0.384, 0.378, 0.417, 0.827, 0.367, 0.599, 0.255, 0.105, 0.561, 0.034, 0.013, -1.846, -0.013, 0.866, -0.445, -0.316, -0.234, 0.507, 0.234, 0.532, 0.399, 0.425, -0.922, -0.017, 0.360, 0.134, 0.327, 0.152, -1.796, 1.041, -0.592, -0.551, -0.606, -0.049, 0.375, 0.370, 0.438, -0.340, 0.871, 0.049, 0.394, 0.412, -0.121, -0.219, 0.328, -0.475, -0.466, -0.599, 0.441, -0.185, 0.915, -0.855, -0.357, -0.742, 0.215, 0.377, 0.093, 0.378, 0.248, 0.253, -0.573, 0.297, -0.750, 0.210, 0.195, 0.500, 0.276, 0.334, 0.247, -0.572, -0.241, -0.941, 0.529, -0.390, -0.893, 0.106, -0.323, -0.850, 0.560, 0.047, 0.096, 0.361, 0.397, -0.497, 0.450, 0.304, 0.411, 0.324, 0.389, 0.011, 0.353, 0.354, 0.243, -0.708, -0.361, -0.319, -0.602, -0.327, -0.953, -0.070, -0.422, -0.385, 0.298, 0.249, 0.295, 0.187, 0.346, 0.473, 0.314, 0.342, 0.318, 0.288, 0.048, 0.412, -0.041, 0.270, 0.361, -1.432, 2.004, -0.630, -0.698, -0.034, -0.497, -1.167, 0.134, -1.277, -0.250, 0.113, 0.554, 0.648, -0.047, -0.281, -0.458, 0.356, 0.384, 0.138, 0.450, 0.506, 0.435, 0.072, 0.466, -0.886, -0.421, 1.053, 0.695, 0.099, -0.711, 0.426, -0.464, -0.252, 0.293, 0.326, 0.323, -1.273, 0.327, -1.151, 0.581, 0.245, -0.135, 0.358, -0.154, 0.367, 0.037, 0.265, 0.076, -0.818, -0.260, -0.682, -0.345, -0.334, -0.679, -0.693, -0.210, -0.823, 0.321, 0.267, 0.285, 0.395, 0.341, 0.266, 0.280, 0.246, 0.412, 0.362, 0.414, 0.390, 0.411, 0.344, 0.142, -0.798, -0.454, -0.417, -0.081, -0.491, 0.910, -0.955, -0.371, -0.728, 0.386, 0.198, 0.389, 0.664, -0.086, -0.052, 0.143, 0.364, -0.453, -0.041, 0.350, 0.446, 0.333, 0.330, 0.227, -0.342, -0.262, -0.771, -0.456, -0.338, -0.755, -0.708, 0.239, -0.731, 0.305, 0.333, -0.143, 0.484, 0.382, 0.301, 0.339, 0.088, 0.172, 0.509, 0.254, 0.422, 0.326, 0.452, -0.050], "spin_multiplicity": 3, "total_energy_ev": -246259.98022, "total_charge": 0, "homo_energy_ev": [-7.96, -7.96]}